No. 1
Here is C20H23NO4S in the gas phase from the OMol25 dataset. Energies are from wB97M-V/def2-TZVPD.

Calculated values
**LUMO energy**: 0.582 eV
**Strongest force on any atom**: 0.706 eV/Å
**Net charge**: 0
**Energy**: -1529.8472 hartree
**ΔE to the lowest compared entry with this formula, charge and spin**: 3.3 kcal/mol

Each line ends with the Löwdin charge.
Element x y z (Å)
C1 -3.2258 -1.7489 2.7625  -0.039
O1 -2.9164 -0.8171 1.7396  -0.034
C2 -1.7549 -0.1726 1.8707  -0.460
O2 -1.0071 -0.3556 2.8066  0.093
C3 -1.4499 0.7674 0.7687  -0.044
C4 -0.2749 1.5012 0.9037  0.031
C5 0.1760 2.3561 -0.0847  -0.199
C6 1.4774 3.1031 0.0778  -0.127
N1 2.5310 2.2545 0.5956  0.066
C7 3.0336 1.2451 -0.1584  -0.505
O3 2.7152 1.0853 -1.3164  0.085
C8 4.0649 0.3851 0.5547  -0.133
C9 3.5211 -0.3316 1.7942  -0.258
C10 2.2798 -1.1610 1.4964  -0.441
S1 2.6193 -2.4136 0.1974  0.946
C11 1.2241 -2.1187 -0.8648  -0.535
C12 1.4340 -1.8137 -2.1995  -0.104
C13 0.3464 -1.5987 -3.0259  -0.075
C14 -0.9405 -1.6961 -2.5241  -0.087
C15 -1.1452 -2.0051 -1.1895  -0.084
C16 -0.0625 -2.2165 -0.3562  -0.100
C17 -0.5849 2.4742 -1.2392  -0.007
C18 -1.7729 1.7851 -1.3842  0.001
C19 -2.2343 0.9238 -0.3897  -0.224
O4 -3.3891 0.2313 -0.4728  -0.088
C20 -4.1889 0.3639 -1.6239  -0.067
H1 -3.1960 -1.2656 3.7416  0.097
H2 -4.2255 -2.1167 2.5464  0.095
H3 -2.5074 -2.5721 2.7588  0.097
H4 0.2807 1.3710 1.8215  0.124
H5 1.3524 3.9490 0.7588  0.130
H6 1.7963 3.4766 -0.8998  0.124
H7 2.7336 2.2880 1.5802  0.133
H8 4.4161 -0.3575 -0.1627  0.095
H9 4.9093 1.0169 0.8398  0.120
H10 4.3036 -0.9863 2.1847  0.109
H11 3.2688 0.3854 2.5810  0.105
H12 1.9432 -1.6795 2.3946  0.078
H13 1.4714 -0.5395 1.1157  0.054
H14 2.4407 -1.7335 -2.5765  0.104
H15 0.5060 -1.3510 -4.0647  0.104
H16 -1.7863 -1.5397 -3.1786  0.096
H17 -2.1466 -2.0857 -0.7931  0.105
H18 -0.2123 -2.4616 0.6852  0.109
H19 -0.2459 3.1144 -2.0396  0.120
H20 -2.3362 1.9145 -2.2941  0.105
H21 -3.6570 0.0417 -2.5240  0.086
H22 -4.5392 1.3926 -1.7553  0.099
H23 -5.0452 -0.2882 -1.4586  0.099

No. 2
Here is a gas-phase ion, C4H11N2O (charge -1) at a distorted geometry from the OMol25 dataset. Energies are from wB97M-V/def2-TZVPD.

Calculated values
**LUMO energy**: 3.832 eV
**Strongest force on any atom**: 1.546 eV/Å
**Net charge**: -1
**Energy**: -343.7341 hartree
**ΔE to the lowest compared entry with this formula, charge and spin**: 23.3 kcal/mol

Each line ends with the Löwdin charge.
Element x y z (Å)
C1 1.5923 -0.2128 0.9406  -0.077
C2 0.2442 -0.0043 0.2956  -0.479
C3 -0.8607 0.3485 1.2875  -0.265
N1 -1.0359 -0.7761 2.2339  -0.024
N2 0.2586 0.9879 -0.7811  -0.047
C4 -0.3731 0.3901 -2.0485  -0.572
O1 0.1510 -0.7795 -2.3915  -0.343
H1 2.3704 -0.3898 0.1952  0.071
H2 1.8345 0.6536 1.5630  0.069
H3 1.5842 -1.1491 1.5095  0.064
H4 -0.1468 -0.9310 -0.1335  0.118
H5 -1.8087 0.4332 0.7641  0.098
H6 -0.6546 1.2971 1.8044  0.097
H7 -1.8822 -0.6633 2.7855  0.043
H8 -0.3164 -0.7025 2.9525  0.046
H9 1.2074 0.9940 -1.1530  0.064
H10 -0.3416 1.1550 -2.8528  0.067
H11 -1.4677 0.2974 -1.7839  0.071

No. 3
Here is a gas-phase ion, C3H3N4O3 (charge -1) at a distorted geometry from the OMol25 dataset. Energies are from wB97M-V/def2-TZVPD.

Calculated values
**LUMO energy**: 3.099 eV
**Strongest force on any atom**: 3.892 eV/Å
**Net charge**: -1
**Energy**: -560.7428 hartree
**ΔE to the lowest compared entry with this formula, charge and spin**: 87.7 kcal/mol

Each line ends with the Löwdin charge.
Element x y z (Å)
H1 -1.6576 0.3980 1.6367  -0.032
N1 -0.9225 -0.0598 1.2540  0.076
C1 -0.3418 0.7120 0.4037  -0.692
O1 -0.3265 1.9458 0.1303  -0.118
C2 0.8249 -0.0436 -0.2705  -0.192
N2 0.4871 -1.2994 -0.7544  0.130
C3 -0.4689 -2.0190 -0.7271  -0.153
N3 -1.3209 -2.8297 -1.0017  0.174
N4 -1.8727 -3.9508 -0.5389  -0.454
O2 -1.6315 -4.4349 0.5491  0.043
O3 -2.6222 -4.5763 -1.2817  0.015
H2 1.4465 0.4977 -1.0546  0.129
H3 1.4944 -0.1248 0.4993  0.074

No. 4
Here is a molecular structure, C6H7ClFNS at a distorted geometry from the OMol25 dataset. Energies are from wB97M-V/def2-TZVPD.

Calculated values
**LUMO energy**: 0.655 eV
**Strongest force on any atom**: 4.270 eV/Å
**Net charge**: 0
**Energy**: -1245.5981 hartree

Each line ends with the Löwdin charge.
Element x y z (Å)
C1 0.1830 0.6263 -2.3479  -0.750
C2 -0.9394 0.9805 -2.9479  0.035
C3 -0.8690 -1.2861 2.0377  -0.060
C4 -0.3126 0.1224 2.1133  -0.543
C5 1.0203 -0.0745 0.2128  -0.321
C6 0.3451 -0.9329 1.2411  -0.302
H1 -1.2486 2.0180 -2.9271  0.078
H2 -1.5505 0.2458 -3.4565  0.067
H3 -0.6868 -2.0408 2.7958  0.102
H4 -1.8776 -1.3005 1.6268  0.104
H5 -0.9737 0.7439 1.5063  0.091
H6 1.2245 -0.3146 -0.8234  -0.117
H7 1.1848 -1.3735 1.7953  0.125
N1 1.5955 0.9467 0.7419  -0.244
F1 0.9673 1.4900 -1.7105  0.013
S1 1.1235 1.1246 2.4284  0.891
Cl1 0.8143 -0.9753 -2.2862  0.832

No. 5
Here is a molecular structure, C29H22MnN7O2 at a distorted geometry from the OMol25 dataset. Energies are from wB97M-V/def2-TZVPD.

Calculated values
**LUMO energy (alpha / beta)**: -8.393 / -7.821 eV
**⟨S²⟩**: 6.11
**Strongest force on any atom**: 3.260 eV/Å
**Net charge**: +2
**Energy**: -2802.6290 hartree
**ΔE to the lowest compared entry with this formula, charge and spin**: 20.3 kcal/mol
**Spin multiplicity**: 5

Each line ends with the Löwdin charge.
Element x y z (Å)
Mn1 0.0521 -2.0460 -1.0538  1.127
N1 4.2983 -2.8435 -1.3975  0.163
C1 3.0292 -2.7841 -1.7823  -0.066
N2 2.0197 -2.7113 -0.9472  0.048
C2 2.2843 -2.8250 0.4272  -0.234
N3 1.2681 -2.9721 1.2303  0.117
N4 0.0802 -2.8988 0.6255  -0.120
C3 -1.0169 -3.2441 1.2372  0.056
C4 -2.2067 -3.1176 0.4411  -0.238
C5 -3.4964 -3.1992 0.9678  0.046
C6 -4.5763 -3.0213 0.1189  0.012
C7 -4.3389 -2.7855 -1.2292  0.011
C8 -3.0274 -2.7096 -1.6832  -0.072
N5 -1.9798 -2.8642 -0.8801  0.031
C9 3.6386 -2.7410 0.8992  -0.078
C10 3.9614 -2.5775 2.2527  0.021
C11 5.2737 -2.3672 2.6149  -0.022
C12 6.2846 -2.3581 1.6516  -0.013
C13 5.9950 -2.5571 0.3153  0.020
C14 4.6681 -2.7289 -0.0664  -0.155
H1 5.0394 -2.9234 -2.0867  0.187
H2 2.8238 -2.8006 -2.8475  0.165
H3 -1.0137 -3.5943 2.2650  0.166
H4 -3.6295 -3.3718 2.0239  0.136
H5 -5.5846 -3.0605 0.4976  0.133
H6 -5.1559 -2.6673 -1.9206  0.127
H7 -2.8178 -2.5358 -2.7322  0.132
H8 3.1663 -2.5935 2.9805  0.125
H9 5.5243 -2.1932 3.6492  0.125
H10 7.3047 -2.1776 1.9495  0.127
H11 6.7788 -2.5554 -0.4281  0.129
O1 0.4290 -0.5287 -2.3583  -0.016
C15 -0.0509 0.2778 -1.5298  -0.544
N6 -0.0300 1.6121 -1.5322  0.216
C16 -0.9192 2.1349 -0.5024  -0.255
C17 -1.4312 0.7744 0.1477  -0.417
O2 -2.2624 0.6800 0.9986  0.148
N7 -0.7263 -0.2126 -0.4500  0.115
C18 -0.2588 2.7742 0.6864  -0.173
C19 -1.0813 3.3344 1.6745  -0.030
C20 -0.5260 3.8880 2.8101  -0.046
C21 0.8508 3.8556 2.9975  -0.060
C22 1.6692 3.2786 2.0303  -0.072
C23 1.1213 2.7349 0.8846  -0.031
C24 -2.0173 2.9268 -1.1631  -0.156
C25 -2.9456 2.2759 -1.9767  -0.026
C26 -3.8921 3.0049 -2.6697  -0.062
C27 -3.9147 4.3920 -2.5728  -0.056
C28 -2.9804 5.0454 -1.7812  -0.049
C29 -2.0341 4.3208 -1.0821  -0.016
H12 0.3009 2.1775 -2.3007  0.190
H13 -2.1540 3.3093 1.5532  0.129
H14 -1.1575 4.3285 3.5657  0.115
H15 1.2852 4.2603 3.8990  0.110
H16 2.7394 3.2645 2.1710  0.106
H17 1.7602 2.3017 0.1295  0.104
H18 -2.9257 1.1969 -2.0558  0.111
H19 -4.6121 2.5016 -3.2959  0.108
H20 -4.6430 4.9627 -3.1269  0.113
H21 -2.9640 6.1242 -1.7378  0.115
H22 -1.2772 4.8302 -0.5041  0.122